The following is a quantum chemistry calculation of C2H3CuLiO as an isolated structure at a distorted geometry, from the Open Molecules 2025 dataset.

```
8
Properties=species:S:1:pos:R:3:forces:R:3
O 1.297 0.663 0.232 -1.6947 -0.6656 -2.7249
C 0.632 0.249 -0.785 3.3815 1.2876 0.8106
Cu 0.144 -0.079 1.470 -1.1817 -0.0436 0.3963
Li -0.209 -1.562 -1.087 -0.4782 -0.4123 0.0656
H 0.768 0.902 -1.682 -0.0605 0.2252 0.3092
C -1.510 -0.482 0.460 -0.8436 -0.8026 1.0326
H -2.105 -1.359 0.767 0.2823 -0.0223 -0.1948
H -2.100 0.034 -0.313 0.5948 0.4335 0.3053
```
Positions in Å, forces in eV/Å.

Its energy above the lowest of the compared OMol25 structures with the same formula, charge and spin is 53.89 kcal/mol. As for the net charge: +1. Its multiplicity is 3. Its LUMO energy (spin up / spin down) is -0.1861 / -0.2562 hartree. The expectation value of S² is 2.03. The calculation puts the HOMO-LUMO gap (spin up / spin down) at 0.2909 / 0.2258 hartree.

In the natural (NBO) picture, each atom carries the following charge in e: number 1, O, carries -0.55; number 2, C, carries -0.01; number 3, Cu, carries 1.11; number 4, Li, carries 0.94; number 5, H, carries 0.19; number 6, C, carries -1.07; number 7, H, carries 0.18; number 8, H, carries 0.20